Arrangement A

A structure of composition C5H12N2O, computed with ωB97M-V/def2-TZVPD.

Results
Total charge: 0

Cartesian coordinates (Å):
C1 -0.13636 0.09221 2.09963
C2 0.59942 -1.26701 -0.65457
C3 -0.39856 0.28985 -2.38685
N1 -0.26086 -0.15586 -1.02584
C4 0.82823 0.12222 -0.21608
N2 -1.31300 0.51183 1.83187
C5 1.70478 1.09471 0.02408
O1 0.01415 -1.23348 2.32969
H1 0.90769 -1.42743 2.63445
H2 -2.92086 -0.57242 -0.14276
H3 0.64980 0.71917 2.55187
H4 -1.37018 1.51842 1.71603
H5 -2.45959 -0.29232 0.46902
H6 1.25290 -1.69038 -1.41784
H7 0.17121 -1.97460 0.04386
H8 -1.19721 -0.28362 -2.85670
H9 0.52669 0.16563 -2.96773
H10 -0.67786 1.34347 -2.38775
H11 1.52687 2.10216 -0.31509
H12 2.55274 0.93745 0.67070



Arrangement B

The molecule C5H12N2O, computed with ωB97M-V/def2-TZVPD.

Results
Total charge: 0

Cartesian coordinates (Å):
C1 2.34229 -0.05055 0.15278
C2 1.19288 -0.18922 -0.59172
C3 0.03239 -0.94873 -0.11407
C4 -0.11654 -1.39840 1.31444
O1 -0.43464 -1.82098 -1.05815
N1 -0.52272 0.76611 -0.29409
C5 -1.53621 1.18935 -1.24209
N2 -0.39752 1.57835 0.87138
H1 3.24819 0.32151 -0.30899
H2 2.36578 -0.22891 1.21923
H3 1.25684 -0.09653 -1.67319
H4 -1.11106 -1.82366 1.48283
H5 0.62901 -2.16425 1.55136
H6 0.03803 -0.56036 1.99915
H7 -0.33658 -2.72612 -0.72615
H8 -2.54292 1.10463 -0.81573
H9 -1.37411 2.23656 -1.53807
H10 -1.49014 0.58683 -2.15405
H11 -1.30999 1.76585 1.28155
H12 0.06703 2.45852 0.64356



On energetic grounds, arrangement B is preferred over the next structure by 9.8 kcal/mol.



Arrangement A

A structure of composition C5H7NS, computed with ωB97M-V/def2-TZVPD.

Results
Total charge: 0

Cartesian coordinates (Å):
C1 0.62471 -1.12287 0.34156
C2 0.02747 0.09200 1.09035
C3 0.63886 -0.02912 -0.82242
C4 -0.81507 0.31921 -1.15067
C5 -1.30880 0.30228 0.27465
H1 1.66703 -1.40552 0.70609
H2 0.17337 -2.08753 0.09025
H3 -0.07591 0.23939 2.16445
H4 1.72300 0.93345 0.57500
H5 1.38986 0.02081 -1.63777
H6 -0.95455 1.27457 -1.65992
H7 -1.83078 1.22482 0.58854
N1 0.81425 1.03821 0.24845
S1 -2.07343 -0.79970 -0.80855



Arrangement B

The molecule C5H7NS, computed with ωB97M-V/def2-TZVPD.

Results
Total charge: 0

Cartesian coordinates (Å):
C1 0.33291 2.32452 -0.70478
C2 0.44311 1.01365 -0.41541
S1 1.54532 0.34740 0.88064
C3 0.47754 -1.22128 1.21818
C4 -0.75416 -0.70671 0.45267
N1 -1.62079 -0.97283 -0.67912
C5 -0.25927 -0.27580 -0.85238
H1 -0.34452 2.66405 -1.49069
H2 1.04304 3.00336 -0.15985
H3 0.89255 -2.12103 0.78813
H4 0.29477 -1.30424 2.26540
H5 -1.19156 0.09555 1.11929
H6 -1.35195 -1.91050 -1.19125
H7 0.49302 -0.93615 -1.23086



On energetic grounds, arrangement A is preferred over the next structure by 34.6 kcal/mol.



Arrangement A

The ion C3H6NO2 with charge +1, computed with ωB97M-V/def2-TZVPD.

Results
Total charge: +1

Cartesian coordinates (Å):
O1 -1.88378 -0.14188 -0.43957
C1 -0.94206 -0.17610 0.56110
N1 0.11882 0.93355 0.41750
C2 1.14856 0.22973 -0.32599
C3 0.94508 -1.06965 -0.20577
O2 -0.21439 -1.33770 0.49370
H1 -1.41636 -0.14554 -1.35768
H2 -1.59639 -0.17350 1.41942
H3 0.56273 1.35432 1.22349
H4 -0.19466 1.61148 -0.36195
H5 1.94379 0.85015 -0.79474
H6 1.52866 -1.93486 -0.62950



Arrangement B

A cluster of 2 separate species, C3H6NO2 in total, computed with ωB97M-V/def2-TZVPD.

Results
Total charge: +1

Cartesian coordinates (Å):
C1 1.00535 -0.24268 -0.58363
C2 0.05660 -0.92063 0.26382
C3 -1.16236 -0.17122 0.78235
N1 -1.37268 1.04183 0.28856
O1 1.92855 1.48609 -1.49709
O2 -2.05285 -0.71177 1.56785
H1 1.83901 -0.67575 -1.13731
H2 0.04300 -1.99119 0.44470
H3 -0.64880 1.59414 -0.03513
H4 1.37639 1.37755 -2.23665
H5 -2.19963 1.65680 0.52886
H6 -1.82083 -1.51259 2.01943



Arrangement C

The ion C3H6NO2 with charge +1, computed with ωB97M-V/def2-TZVPD.

Results
Total charge: +1

Cartesian coordinates (Å):
C1 1.12486 -0.78141 -0.02558
C2 -1.36431 -0.66656 -0.03603
C3 -0.15681 0.03723 -0.13053
N1 -0.08330 1.39915 -0.00718
O1 -2.64930 -0.30500 -0.00364
O2 2.25790 -0.16300 -0.09862
H1 1.20679 -1.77878 0.12195
H2 -1.10792 -1.75572 0.17678
H3 -2.87208 0.46544 -0.53500
H4 -0.95510 1.82988 0.34075
H5 0.80784 1.70180 0.24083
H6 3.03893 -0.66980 0.16302



On energetic grounds, arrangement A is preferred over the next structure by 6.6 kcal/mol.



Arrangement A

A structure of composition C4H14NS2, computed with ωB97M-V/def2-TZVPD.

Results
Total charge: +1

Cartesian coordinates (Å):
S1 1.20890 0.10076 -0.75897
S2 0.43587 -1.27391 0.53235
C1 1.16721 -0.78796 -2.33065
C2 1.89093 -2.25453 0.96010
H1 1.53679 -0.09956 -3.10919
H2 0.14100 -1.09643 -2.59211
H3 1.81129 -1.68328 -2.31814
H4 2.31496 -2.77190 0.08309
H5 2.67826 -1.63014 1.41489
H6 1.57377 -3.01226 1.69622
C3 -0.63214 1.90916 1.44726
C4 -2.24250 0.58462 0.08735
N1 -1.07941 1.51694 0.08046
H7 0.22814 2.59763 1.39669
H8 -0.33351 1.01436 2.01890
H9 -1.45390 2.41181 1.98453
H10 -1.98186 -0.34141 0.62692
H11 -3.10225 1.05603 0.59255
H12 -2.54042 0.32047 -0.94128
H13 -1.33610 2.37530 -0.45162
H14 -0.28503 1.06430 -0.41936



Arrangement B

A cluster of 2 separate species, C4H14NS2 in total, computed with ωB97M-V/def2-TZVPD.

Results
Total charge: +1

Cartesian coordinates (Å):
C1 0.54485 1.50592 0.63771
C2 -0.32005 2.74120 0.46552
S1 0.56827 4.07792 -0.33630
N1 -0.21475 0.40769 1.35141
H1 1.43008 1.70923 1.23478
H2 0.87336 1.09047 -0.30733
H3 -0.61403 3.11422 1.44771
H4 -1.24437 2.48750 -0.04895
H5 0.71318 3.46262 -1.51380
H6 0.36479 -0.45323 1.36755
H7 -1.08400 0.18511 0.86713
H8 -0.42726 0.67984 2.31097
C3 -0.55733 -1.81610 -1.66331
C4 -0.21676 -2.64855 -0.44679
S2 1.40090 -2.13453 0.26842
H9 0.22824 -1.91264 -2.41184
H10 -0.66101 -0.74728 -1.42994
H11 -1.50487 -2.14999 -2.08103
H12 -0.97707 -2.57345 0.32737
H13 -0.13905 -3.69464 -0.73215
H14 1.83686 -3.33130 0.69288



On energetic grounds, arrangement A is preferred over the next structure by 2.0 kcal/mol.



Arrangement A

A cluster of 2 separate species, C4H6ClN in total, computed with ωB97M-V/def2-TZVPD.

Results
Total charge: 0

Cartesian coordinates (Å):
C1 -0.94491 1.71097 -0.61540
C2 -1.71392 0.70075 -0.17425
N1 -2.00518 -0.16177 0.98439
C3 -2.84128 -0.06764 -0.00263
Cl1 -4.33587 -0.71417 -0.29263
H1 -1.00444 1.93204 -1.67172
H2 0.11433 1.82294 -0.33793
C4 1.91564 -0.26633 0.64574
H3 2.80592 0.27308 1.20331
H4 2.05133 -0.29922 -0.41858
H5 1.92552 -1.29989 1.00811
H6 1.00726 0.16370 0.86127



Arrangement B

A cluster of 2 separate species, C4H6ClN in total, computed with ωB97M-V/def2-TZVPD.

Results
Total charge: 0

Cartesian coordinates (Å):
C1 -3.16079 0.27341 1.37545
C2 -2.23876 0.93495 1.93571
C3 0.29408 0.04096 0.33771
C4 2.28713 -0.27910 -0.95802
N1 1.54406 0.16694 0.21328
Cl1 -0.78868 -0.62853 -0.87339
H1 -3.79202 -0.50535 1.80921
H2 -3.54766 0.57666 0.30439
H3 -0.18381 0.09311 1.32906
H4 3.20489 0.24567 -0.97676
H5 1.82535 -0.05622 -1.97927
H6 2.36839 -1.27072 -0.63385



Arrangement C

The molecule C4H6ClN, computed with ωB97M-V/def2-TZVPD.

Results
Total charge: 0

Cartesian coordinates (Å):
C1 0.14794 -1.68236 -0.46829
C2 0.02798 0.92543 -0.12607
C3 0.93353 0.13489 0.85530
C4 -1.05492 0.20282 -0.74736
N1 0.91474 -1.30868 0.35473
Cl1 -2.45811 -0.00174 0.36733
H1 -0.04071 -2.65140 -0.89297
H2 -0.43867 1.79415 0.39974
H3 0.63484 1.36455 -0.92569
H4 1.91831 0.59062 0.87528
H5 0.68067 0.08983 1.99737
H6 -1.26561 0.54190 -1.68937



On energetic grounds, arrangement C is preferred over the next structure by 12.4 kcal/mol.



Arrangement A

The molecule C4H6ClN, computed with ωB97M-V/def2-TZVPD.

Results
Total charge: 0

Cartesian coordinates (Å):
H1 -1.93842 -1.85151 1.67251
N1 -1.14536 -1.49252 1.16802
C1 -1.30348 -0.47999 0.47433
Cl1 -2.70934 0.42056 -0.06090
C2 0.17037 0.32788 -0.25379
C3 0.22191 1.59823 -0.33222
C4 1.33353 -0.57670 -0.42971
H2 1.13300 2.22358 -0.55859
H3 -0.67418 2.15551 -0.10615
H4 2.05666 -0.04189 -1.03641
H5 0.91181 -1.49819 -0.95928
H6 1.94350 -0.78496 0.42218



Arrangement B

A cluster of 2 separate species, C4H6ClN in total, computed with ωB97M-V/def2-TZVPD.

Results
Total charge: 0

Cartesian coordinates (Å):
C1 0.31568 0.07688 0.83156
C2 -0.53986 -0.18628 -0.09543
C3 1.29643 0.81482 1.51640
C4 -1.49129 -0.03122 -2.11231
N1 -0.48447 -1.11405 0.99036
Cl1 0.65450 -2.63611 0.62559
H1 2.25054 0.27523 1.78576
H2 0.84417 1.15675 2.33851
H3 1.58090 1.69952 1.02027
H4 -2.24131 0.75685 -1.96304
H5 -1.58707 -1.07748 -2.20706
H6 -0.59823 0.26509 -2.73060



Arrangement C

A cluster of 2 separate species, C4H6ClN in total, computed with ωB97M-V/def2-TZVPD.

Results
Total charge: 0

Cartesian coordinates (Å):
C1 0.42651 -2.24965 1.67028
C2 -0.02518 -0.04986 -0.32897
C3 -0.31026 0.64299 0.97817
C4 -0.14255 0.83123 -1.55568
N1 0.30644 -1.23374 -0.47583
Cl1 1.35650 -3.48451 1.33097
H1 -0.69024 1.64818 0.82069
H2 0.60655 0.68521 1.56292
H3 -1.02832 0.05405 1.54393
H4 0.64524 1.58479 -1.52704
H5 -1.10875 1.33444 -1.55954
H6 -0.03594 0.23687 -2.45992



On energetic grounds, arrangement A is preferred over the next structure by 91.0 kcal/mol.